29
Properties=species:S:1:pos:R:3:lowdin_charge:R:1 method="wB97M-V/def2-TZVPD" homo_lumo_gap_ev=7.54 e_above_lowest_ev=0.0794 spin_multiplicity=1 lumo_energy_ha=-0.00969 e_homo_ev=-7.804
Cd -0.45055 -0.29571 0.33146 1.376
C 1.26018 -1.93995 -1.95539 -0.331
O 0.94084 -0.84668 -1.22063 -0.459
H 0.65281 -2.04418 -2.88668 0.065
H 2.31671 -1.92123 -2.28209 0.067
H 1.12034 -2.89501 -1.40545 0.057
C 1.09915 2.51108 0.41295 -0.285
O 0.62203 1.40705 1.10699 -0.481
H 0.85042 3.44630 0.93844 0.060
H 2.19387 2.47006 0.26966 0.067
H 0.68513 2.59223 -0.60688 0.044
O 0.46970 1.06164 -2.83453 -0.112
H 0.81240 0.45082 -2.11192 -0.011
H 1.01652 0.88496 -3.60200 0.051
O 0.23616 -1.90234 1.75681 -0.099
H -0.12731 -2.79128 1.77930 0.059
H 0.68097 -1.73786 2.60333 0.048
O -1.51942 1.03582 -1.23631 -0.132
H -0.98752 1.13435 -2.06180 0.009
H -2.29703 1.58427 -1.36249 0.056
O 1.18654 0.28648 3.38312 -0.128
H 1.13726 0.69330 2.45968 -0.021
H 1.98659 0.66003 3.75924 0.026
O -2.12093 -1.79850 -0.34167 -0.089
H -2.95412 -1.89839 0.12853 0.058
H -2.25909 -2.14509 -1.22854 0.070
O -2.06354 0.35893 1.86884 -0.093
H -1.65219 0.73966 2.65665 0.064
H -2.83592 0.89926 1.68136 0.061

***

8
Properties=species:S:1:pos:R:3:lowdin_charge:R:1 method="wB97M-V/def2-TZVPD" homo_lumo_gap_ev=7.28 e_above_lowest_ev=2.2587 smiles="O=C(C=S)C=S" spin_multiplicity=1 lumo_energy_ha=-0.06490 e_homo_ev=-9.044
C 1.21632 -0.14586 0.51865 -0.576
C -0.00178 0.58377 -0.12435 -0.513
C -1.27482 -0.18419 -0.49237 -0.587
H 1.75016 0.30378 1.37249 0.064
H -1.96240 0.63202 -0.93842 0.106
O -0.12121 1.82223 -0.10446 0.052
S 1.93178 -1.34097 -0.32364 0.715
S -1.53805 -1.67077 0.09210 0.738

***

14
Properties=species:S:1:pos:R:3:lowdin_charge:R:1 method="wB97M-V/def2-TZVPD" homo_lumo_gap_ev=11.03 e_above_lowest_ev=0.5500 smiles="CCC(=O)O.O" spin_multiplicity=1 lumo_energy_ha=0.02244 e_homo_ev=-10.418
H 0.12244 -1.97105 -1.21152 0.085
O 1.31067 -2.17074 -1.74671 0.018
O -0.60424 -1.54425 -0.41057 0.033
H 1.20770 -2.07622 -2.72057 0.116
H 1.55919 -1.28079 -1.37047 0.067
C -0.23987 -0.28931 -0.21537 -0.544
O 0.82343 0.11794 -0.68608 0.006
C -1.03094 0.63864 0.64107 -0.149
H -1.58316 1.29554 -0.02159 0.120
H -1.69276 0.12097 1.33543 0.118
C -0.16137 1.57759 1.47894 -0.094
H 0.92067 1.57596 1.03690 0.110
H -0.51379 2.60646 1.37494 0.067
H -0.11798 1.39927 2.51560 0.046